Record 1
Density functional theory data (wB97M-V/def2-TZVPD) for C2H6O8P2 as an isolated structure in a non-equilibrium geometry.

Values from the calculation:
Lowest unoccupied orbital energy: 0.21 eV
E_HOMO: -9.9 eV
Kohn-Sham gap: 0.371 Eh

```
! wB97M-V def2-TZVPD RIJCOSX def2/J DEFGRID3
* xyz 0 1
O -2.172 1.437 -0.452
C -1.048 1.854 -0.602
O -0.628 2.954 0.078
C -0.042 1.282 -1.591
O 0.894 0.349 -1.025
P 0.379 -1.113 -0.734
O -1.027 -1.362 -0.990
O 1.299 -2.059 -1.579
O 0.831 -1.412 0.749
P -0.067 -0.513 1.890
O -0.999 -1.677 2.478
O 1.013 -0.490 3.090
H 0.303 2.884 0.299
H 0.565 2.098 -1.945
H -0.561 0.891 -2.445
H 0.840 -2.896 -1.638
H -1.409 -2.076 1.702
H 1.829 -0.150 2.716
*
```

---

Record 2
Density functional theory data (wB97M-V/def2-TZVPD) for the molecule C4H8N2O in a non-equilibrium geometry.

Values from the calculation:
Lowest unoccupied orbital energy: 0.99 eV
E_HOMO: -9.1 eV
Energy above the lowest of the compared OMol25 structures with the same formula, charge and spin: 385.47 kJ/mol
Kohn-Sham gap: 0.371 Eh
SMILES: N[C@@]1(O)CN2C[C@H]21

```
! wB97M-V def2-TZVPD RIJCOSX def2/J DEFGRID3
* xyz 0 1
N -0.046 1.378 -1.221
C 0.478 0.623 -0.157
O 1.756 1.107 0.102
C -0.533 0.492 0.998
N -0.486 -0.965 1.124
C 0.573 -1.117 0.104
C -0.784 -1.585 -0.169
H 0.564 1.869 -1.858
H -1.028 1.600 -1.282
H -0.139 0.973 1.897
H -1.541 0.873 0.794
H 2.198 0.285 0.336
H 1.338 -1.882 0.369
H -1.281 -1.022 -0.955
H -1.070 -2.629 -0.083
*
```

---

Record 3
Density functional theory data (wB97M-V/def2-TZVPD) for the molecule C3H3FS2 in a non-equilibrium geometry.

Values from the calculation:
Lowest unoccupied orbital energy: -0.56 eV
E_HOMO: -8.7 eV
Energy above the lowest of the compared OMol25 structures with the same formula, charge and spin: 81.89 kJ/mol
Kohn-Sham gap: 0.300 Eh
SMILES: F/C=C/SC=S

```
! wB97M-V def2-TZVPD RIJCOSX def2/J DEFGRID3
* xyz 0 1
C -0.575 0.011 -2.415
C -0.045 -0.361 -1.275
C 0.633 -0.396 1.342
H -1.226 0.865 -2.357
H 0.561 -1.179 -1.155
H 1.119 -1.303 0.966
F -0.479 -0.488 -3.618
S -0.422 0.457 0.204
S 0.658 0.198 2.871
*
```

---

Record 4
Density functional theory data (wB97M-V/def2-TZVPD) for the molecule C6H12O.

Values from the calculation:
Lowest unoccupied orbital energy: 0.91 eV
E_HOMO: -8.0 eV
Energy above the lowest of the compared OMol25 structures with the same formula, charge and spin: 330.99 kJ/mol
Kohn-Sham gap: 0.326 Eh

```
! wB97M-V def2-TZVPD RIJCOSX def2/J DEFGRID3
* xyz 0 1
C -1.470 -0.211 -2.329
C -0.864 -0.608 -0.973
C -1.178 0.639 -0.164
C 0.290 -0.668 1.876
C 1.360 0.381 1.568
C 1.205 1.039 0.196
O -0.179 1.448 0.098
H -2.516 0.075 -2.188
H -0.941 0.657 -2.739
H -1.412 -1.027 -3.054
H -1.428 -1.450 -0.554
H 0.177 -0.938 -1.094
H -0.719 -0.289 1.658
H 0.291 -0.914 2.940
H 0.436 -1.592 1.305
H 2.360 -0.064 1.633
H 1.307 1.172 2.324
H 1.784 1.963 0.127
H 1.497 0.388 -0.631
*
```

---

Record 5
Density functional theory data (wB97M-V/def2-TZVPD) for a 2-piece molecular cluster, C4H13NOS2 overall in a non-equilibrium geometry.

Values from the calculation:
Lowest unoccupied orbital energy: 0.30 eV
E_HOMO: -9.3 eV
Energy above the lowest of the compared OMol25 structures with the same formula, charge and spin: 92.24 kJ/mol
Kohn-Sham gap: 0.353 Eh
SMILES: CN[C@H](C)CSS.O

```
! wB97M-V def2-TZVPD RIJCOSX def2/J DEFGRID3
* xyz 0 1
S -0.690 -0.433 2.557
S -1.435 -0.712 0.632
C 0.006 -0.623 -0.493
C -0.096 0.612 -1.402
C 0.467 1.890 -0.778
N 0.501 0.461 -2.728
C -0.228 -0.452 -3.619
H -0.819 0.920 2.653
H 0.049 -1.527 -1.101
H 0.923 -0.568 0.093
H -1.186 0.807 -1.473
H 1.546 1.993 -0.832
H 0.246 1.889 0.297
H 0.159 2.837 -1.237
H 0.469 1.388 -3.100
H 0.379 -1.200 -4.113
H -0.826 0.147 -4.313
H -1.082 -0.910 -3.098
H 2.867 0.279 1.061
H 2.191 -0.128 2.404
O 3.014 0.214 2.005
*
```

---

Record 6
Density functional theory data (wB97M-V/def2-TZVPD) for the molecule C6H13N3OSi in a non-equilibrium geometry.

Values from the calculation:
Lowest unoccupied orbital energy: 0.89 eV
E_HOMO: -8.8 eV
Energy above the lowest of the compared OMol25 structures with the same formula, charge and spin: 0.00 kJ/mol
Kohn-Sham gap: 0.355 Eh
SMILES: Cn1ncc([Si](C)(C)C)[n+]1[O-]

```
! wB97M-V def2-TZVPD RIJCOSX def2/J DEFGRID3
* xyz 0 1
C -0.242 0.716 -1.867
C 0.172 0.344 -0.449
C 2.731 -1.034 -2.571
C 0.331 0.397 2.639
C -1.867 -1.303 1.123
C -2.142 1.721 1.018
N 0.640 0.292 -2.780
N 1.622 -0.244 -2.045
N 1.323 -0.278 -0.717
O 2.130 -0.859 0.015
Si -0.886 0.296 1.138
H -1.122 1.099 -2.277
H 2.989 -1.642 -1.603
H 2.311 -1.512 -3.484
H 3.636 -0.436 -2.666
H 1.175 -0.136 2.276
H 0.923 1.390 2.786
H -0.202 0.235 3.599
H -2.956 -1.188 1.354
H -1.732 -1.674 0.107
H -1.412 -2.089 1.679
H -2.882 1.734 1.783
H -1.664 2.703 0.788
H -2.876 1.470 0.157
*
```

---

Record 7
Density functional theory data (wB97M-V/def2-TZVPD) for a 15-piece molecular cluster, C6H43NO14 overall in a non-equilibrium geometry.

Values from the calculation:
Lowest unoccupied orbital energy: -0.06 eV
E_HOMO: -9.6 eV
Energy above the lowest of the compared OMol25 structures with the same formula, charge and spin: 254.48 kJ/mol
Kohn-Sham gap: 0.351 Eh

```
! wB97M-V def2-TZVPD RIJCOSX def2/J DEFGRID3
* xyz 0 1
C -0.693 -0.055 0.525
C -1.315 1.387 0.485
C -1.142 2.188 1.786
C -2.760 1.235 0.060
C 0.822 -0.182 0.423
N 1.265 -1.624 0.348
C 2.073 -1.883 -0.859
H -1.096 -0.474 -0.402
H -1.095 -0.580 1.398
H -0.683 1.805 -0.314
H -2.067 2.743 1.949
H -0.319 2.882 1.875
H -1.033 1.388 2.516
H -3.318 2.174 0.104
H -3.239 0.579 0.801
H -2.930 0.818 -0.930
H 1.027 0.367 -0.492
H 1.464 0.185 1.224
H 0.402 -2.147 0.275
H 1.568 -1.623 -1.788
H 2.091 -2.976 -0.890
H 3.047 -1.401 -0.886
H 3.383 -1.838 2.602
H 2.379 -2.461 1.668
O 2.757 -2.574 2.565
H -0.700 -4.457 -0.085
H -2.254 -4.755 -0.395
O -1.389 -4.551 -0.751
H -0.726 -2.590 -3.635
H -1.442 -2.728 -2.310
O -1.259 -2.080 -3.006
H -2.421 0.397 -4.847
H -1.353 0.209 -3.784
O -1.935 0.884 -4.172
H 1.108 -0.009 -3.423
H 0.008 -0.786 -2.860
O 0.402 0.109 -2.759
H 3.215 1.004 -3.660
H 2.172 2.017 -4.261
O 2.639 1.179 -4.412
H 0.430 1.874 -3.574
H -0.576 2.181 -4.600
O 0.311 2.479 -4.325
H -1.925 -2.823 2.041
H -0.418 -2.573 2.660
O -1.030 -3.148 2.160
H -0.661 4.256 -3.180
H -1.937 3.389 -3.127
O -1.557 4.221 -2.831
H 1.542 -1.861 3.506
H 0.323 -2.243 4.431
O 0.607 -1.637 3.737
H 1.501 1.724 2.905
H 1.669 2.581 1.613
O 2.151 2.072 2.271
H -2.274 -0.778 4.484
H -2.780 0.411 3.741
O -3.104 -0.324 4.279
H 2.532 2.103 0.238
H 4.038 2.236 0.625
O 3.423 2.156 -0.107
H 0.256 0.144 3.845
H 0.534 0.784 5.216
O 0.292 1.002 4.310
*
```

---

Record 8
Density functional theory data (wB97M-V/def2-TZVPD) for C4H5NO as an isolated structure.

Values from the calculation:
Lowest unoccupied orbital energy: 0.58 eV
E_HOMO: -8.7 eV
Energy above the lowest of the compared OMol25 structures with the same formula, charge and spin: 278.70 kJ/mol
Kohn-Sham gap: 0.342 Eh

```
! wB97M-V def2-TZVPD RIJCOSX def2/J DEFGRID3
* xyz 0 1
O -1.885 -0.002 -1.131
C -0.752 0.018 -0.395
C 0.342 0.833 -0.401
C 1.198 0.293 0.642
C 0.564 -0.824 1.324
N -0.584 -0.960 0.559
H -1.874 0.754 -1.735
H 0.533 1.683 -1.047
H 2.075 0.797 1.046
H 1.628 -0.878 0.449
H -1.245 -1.714 0.689
*
```

---

lowest unoccupied orbital energy of number 4 (C6H12O)? 0.91 eV

---

Which of these has the lowest Kohn-Sham gap? C3H3FS2

---

The lowest E_HOMO belongs to which entry? C2H6O8P2